No. 1
13
Properties=species:S:1:pos:R:3:forces:R:3:lowdin_charge:R:1 method="wB97M-V/def2-TZVPD" lumo_ev=3.78 charge=-1 multiplicity=1 gap_ev=8.1 e_above_lowest_kcal_mol=6.3 energy_ev=-18156.3427
O 0.6091 -1.0083 0.8342 0.0 0.5 0.1 -0.056
C 0.0666 -0.9703 -0.2745 -0.3 -0.7 -1.7 -0.739
O -0.1333 -0.0106 -1.0982 0.3 -0.6 1.1 -0.170
C -0.4133 -2.3296 -0.8857 0.1 -0.2 0.1 -0.061
H -1.4075 -2.1974 -1.3190 0.0 0.0 0.0 0.049
H 0.2512 -2.6314 -1.7178 -0.2 0.2 0.4 0.058
H -0.4351 -3.1388 -0.1452 0.0 0.2 -0.1 0.048
C 0.5312 2.0956 1.1638 -0.1 0.2 0.2 -0.534
S -0.4995 2.7741 -0.1452 -0.5 0.3 -0.1 0.536
H 1.0715 2.9332 1.6084 0.0 -0.1 0.1 0.003
H -0.0792 1.5821 1.9148 0.3 0.1 -0.1 0.024
H 1.2084 1.3788 0.7199 0.1 -0.1 0.1 0.003
H -0.7702 1.5225 -0.6556 0.3 0.3 -0.1 -0.159

=====

No. 2
13
Properties=species:S:1:pos:R:3:forces:R:3:lowdin_charge:R:1 method="wB97M-V/def2-TZVPD" lumo_ev=3.10 charge=-1 multiplicity=1 gap_ev=6.9 e_above_lowest_kcal_mol=18.4 energy_ev=-18155.8164
C 0.2057 -1.2827 1.8076 -0.1 0.8 0.3 -0.194
C -0.4095 -0.7776 0.5260 -1.2 -0.2 -0.7 -0.594
S -2.1159 -0.1113 0.7546 0.3 0.0 0.3 0.646
H 0.3793 -0.4788 2.5332 0.2 0.1 -0.2 0.062
H -0.5198 -1.9243 2.2998 0.1 -0.4 0.0 0.056
H 1.1469 -1.7938 1.6201 0.0 -0.1 0.1 0.066
H -0.6301 -1.6321 -0.1050 0.2 -0.2 -0.2 0.051
H 0.0999 -0.0852 -0.1350 0.5 0.2 0.4 0.046
H -1.9298 0.3672 1.9947 0.0 0.1 -0.1 -0.177
O 1.9055 1.7498 -3.6199 0.4 0.1 -0.2 -0.144
C 0.9563 1.9213 -2.8449 -0.7 -0.4 0.5 -0.723
O -0.0010 1.1555 -2.5618 0.2 0.0 0.0 -0.171
H 0.9125 2.8921 -2.2695 0.2 0.2 -0.1 0.077

=====

No. 3
13
Properties=species:S:1:pos:R:3:forces:R:3:lowdin_charge:R:1 method="wB97M-V/def2-TZVPD" lumo_ev=3.21 charge=-1 multiplicity=1 gap_ev=7.2 e_above_lowest_kcal_mol=13.5 energy_ev=-18156.0304
C -0.7794 1.4003 -1.0490 0.6 0.2 0.2 -0.190
C -0.8206 0.1621 -0.2016 -0.2 -0.6 0.1 -0.641
S -2.2486 -0.9220 -0.5398 -0.2 0.1 -0.2 0.644
H -0.7036 1.1647 -2.1058 -0.3 0.0 -0.2 0.062
H -1.6149 2.0588 -0.8405 -0.3 0.1 -0.2 0.054
H 0.1340 1.9453 -0.7965 0.0 0.1 0.1 0.072
H -0.7975 0.3515 0.8650 0.1 0.2 0.0 0.054
H 0.0432 -0.4638 -0.3866 0.2 -0.1 0.1 0.044
H -3.1574 0.0487 -0.7429 0.1 -0.1 0.1 -0.178
O 1.5855 -0.5716 1.4181 -0.7 0.7 0.2 -0.137
C 2.4683 -1.4340 1.4829 0.5 -1.3 -0.8 -0.706
O 2.3680 -2.6851 1.5232 0.0 0.5 0.3 -0.156
H 3.5230 -1.0548 1.3735 0.1 0.1 0.3 0.078

=====

No. 4
14
Properties=species:S:1:pos:R:3:forces:R:3:mulliken_spin:R:1 method="wB97M-V/def2-TZVPD" lumo_ev="0.78 / -3.65" multiplicity=2 gap_ev="9.6 / 5.1" e_above_lowest_kcal_mol=3.6 energy_ev=-28987.4234
O 1.5628 1.3600 -0.2077 0.3 0.1 -0.1 0.029
C 2.1121 1.5445 0.8502 -0.8 0.3 -0.7 -0.014
O 1.9218 0.8547 1.9310 0.5 0.3 0.5 0.778
H 2.7423 2.4441 0.9902 0.4 -0.3 0.5 0.048
C -0.0936 0.1368 -2.1911 -0.5 -0.8 0.3 0.005
S -0.6884 -1.3068 -1.2175 0.0 0.1 0.1 0.008
S -1.7390 -0.4616 0.3193 -0.2 -0.2 -0.2 0.075
C -0.5323 -0.3488 1.6454 0.1 0.0 -0.5 0.067
H -0.7114 0.2369 -3.0763 0.0 0.1 -0.1 0.000
H -0.1793 0.9838 -1.5327 0.2 0.3 -0.2 0.000
H 0.9379 -0.0905 -2.4360 0.1 0.3 -0.1 0.000
H 0.1664 0.4466 1.3322 -0.1 -0.2 0.4 0.006
H -1.0472 -0.0906 2.5632 -0.1 0.2 0.1 -0.001
H 0.0102 -1.2749 1.7707 0.1 -0.2 0.0 0.000